ORCA calculation (ωB97M-V/def2-TZVPD) on an isolated ion of composition C6H9N6 and charge +1.

Structure (XYZ):
```
21
Properties=species:S:1:pos:R:3:forces:R:3:mulliken_charge:R:1
N -0.48340 -2.71451 0.03957 0.739 -0.891 1.679 -0.8496
N -0.48050 -1.28895 0.20473 -1.087 1.560 -0.151 0.2519
C -1.75861 -0.49088 -0.09848 -0.216 -2.111 -2.008 -0.5177
N -1.64252 0.95900 -0.01260 0.238 0.455 0.075 -0.2164
C -0.45166 1.53986 -0.04391 -1.167 2.319 0.139 0.0696
N -0.28618 2.85967 0.02456 -2.317 0.517 -0.261 -0.3580
C 0.71498 0.79834 -0.12876 2.372 -4.381 1.008 0.8528
N 1.90006 1.35252 0.11872 1.512 -0.458 -1.068 -0.5703
C 2.97028 0.55691 0.07085 1.267 -0.300 -0.602 -0.3313
C 2.94838 -0.87133 -0.11925 -1.385 0.724 0.242 -0.1870
N 1.77016 -1.47565 -0.11688 0.337 1.077 -0.337 -0.5742
C 0.68180 -0.66108 -0.08264 -0.657 0.343 0.754 0.3785
H -0.76591 -3.19087 0.97972 0.516 1.420 -1.965 0.2941
H 0.58616 -2.89914 -0.03254 -2.220 0.092 -0.043 0.4341
H -2.07581 -0.73088 -1.14375 0.515 -0.025 0.451 0.3464
H -2.61108 -0.84881 0.46686 0.339 -0.001 0.767 0.3176
H -2.45442 1.55144 -0.27453 0.660 -1.007 0.491 0.2970
H 0.69060 3.13591 -0.07814 -0.460 0.543 0.149 0.3116
H -1.14320 3.51261 0.02598 2.414 -1.251 0.043 0.2539
H 3.99458 0.95582 0.04275 -0.775 0.505 0.524 0.3735
H 3.84285 -1.52645 -0.21312 -0.627 0.871 0.112 0.4236
```
Forces are in eV/Å.

Spin multiplicity   1
Energy above the lowest of the compared OMol25 structures with the same formula, charge and spin   0.4108 eV
Structure (SMILES)   NN1CNC(=[NH2+])c2nccnc21
Highest occupied orbital energy   -12.04 eV
Charge   +1
Lowest unoccupied orbital energy   -4.7804 eV

***

ORCA calculation (ωB97M-V/def2-TZVPD) on C22H29CoN5O6S as an isolated structure.

Structure (XYZ):
```
64
Properties=species:S:1:pos:R:3:forces:R:3:mulliken_spin:R:1
Co -3.25145 -16.34360 0.23292 -1.264 -0.038 -1.396 2.7452
N -3.42714 -19.55028 2.97290 -0.119 -1.010 1.975 0.0033
C -3.62156 -18.86383 1.81734 -3.102 1.597 -1.022 0.0006
S -2.36734 -18.45662 0.77254 1.997 -0.797 -0.180 0.0606
N -4.89073 -18.48638 1.54721 2.192 -1.794 2.175 0.0017
N -5.00852 -17.64449 0.50016 -2.386 -0.090 -0.666 0.0146
C -6.26005 -17.57685 0.08859 2.352 -0.483 0.703 0.0139
C -6.65005 -16.69562 -0.96944 0.620 -0.483 0.429 -0.0212
C -8.00130 -16.59263 -1.28694 -0.304 -0.066 0.438 -0.0002
C -8.43177 -15.77436 -2.29838 0.274 -0.441 -0.325 0.0002
C -7.50988 -15.18367 -3.15572 2.097 0.746 0.561 0.0009
C -6.14249 -15.23981 -2.85936 -0.690 -0.852 0.351 0.0042
C -5.63621 -16.02475 -1.72277 1.236 1.074 -2.544 0.0149
O -4.33953 -16.10383 -1.67889 -1.352 -0.767 0.503 0.0426
H -2.49048 -19.60315 3.39199 -0.860 0.308 -0.741 0.0011
H -4.20948 -19.49864 3.65236 0.876 0.057 -0.899 -0.0011
H -6.93575 -18.29341 0.59889 -0.012 0.647 -0.381 0.0082
H -8.72369 -17.20032 -0.70721 0.429 0.523 -0.213 -0.0001
H -9.44909 -15.63067 -2.50087 -1.495 -0.041 -0.203 -0.0001
H -7.84427 -14.58822 -3.99438 -0.107 0.050 -0.154 -0.0002
H -5.34509 -14.80928 -3.48115 -0.578 -0.026 0.246 0.0003
O -0.53686 -13.80711 1.65752 -1.890 0.339 0.154 0.0119
C -1.75106 -14.12152 1.81916 0.042 -1.890 0.933 0.0069
O -2.21780 -15.31034 1.60169 1.344 1.794 0.530 0.0104
C -2.80881 -13.15212 2.49571 3.462 1.435 -0.352 0.0037
C -3.03428 -13.40450 4.03387 -2.076 -0.350 -2.378 -0.0017
C -3.85971 -12.27838 4.71183 -0.240 0.031 -1.202 0.0001
C -5.28356 -12.43332 4.11277 0.047 -0.769 -1.151 -0.0003
C -4.97848 -13.64578 3.09299 -0.578 0.145 0.665 -0.0017
O -4.02427 -14.46364 3.87485 -0.650 1.245 0.152 -0.0002
C -4.19795 -13.11166 1.87097 0.003 1.975 0.963 0.0043
C -4.42295 -13.75878 0.49746 0.751 0.137 -0.966 0.0090
O -4.28108 -13.08059 -0.56266 -0.388 -0.958 2.207 0.0123
O -4.65718 -15.00225 0.62478 -0.892 1.289 -0.027 0.0190
H -2.29401 -12.16601 2.39578 -0.419 -0.383 -0.029 0.0012
H -2.13647 -13.66292 4.53387 0.651 -0.718 0.605 0.0001
H -3.45150 -11.30641 4.50035 0.354 0.526 -0.030 0.0000
H -3.93668 -12.40690 5.76713 0.339 -0.195 0.894 0.0001
H -5.73061 -11.52504 3.61153 0.747 -0.921 0.360 0.0001
H -5.98357 -12.72901 4.90742 0.108 -0.159 -0.329 -0.0001
H -5.82926 -14.24789 2.77876 0.084 -0.139 0.359 0.0014
H -4.31535 -12.00785 1.75665 -0.701 -0.681 -0.032 -0.0002
C 1.77779 -19.22658 -0.97809 -0.695 0.104 0.914 -0.0009
C 1.62783 -18.01147 -1.89659 -1.018 -0.204 -1.509 0.0008
N 0.79710 -16.90938 -1.38889 0.740 -0.070 1.169 0.0012
C 1.47853 -16.13690 -0.31484 0.029 0.185 -1.769 0.0007
C 1.15146 -16.37960 1.13612 0.403 -1.926 0.461 -0.0007
C -0.57769 -16.82380 -1.54509 -1.021 -0.335 0.765 0.0151
C -1.10504 -17.78615 -2.57368 -2.017 -0.128 -0.253 0.0004
N -1.39616 -16.05120 -0.87532 2.567 -0.648 -0.979 0.0175
H 2.06993 -20.18657 -1.42615 0.245 0.520 -0.320 0.0001
H 0.80144 -19.43315 -0.50876 0.258 0.149 -0.020 0.0015
H 2.47614 -18.97192 -0.16439 -0.196 -0.249 -0.183 0.0000
H 1.21652 -18.28921 -2.88884 0.196 -0.183 0.702 0.0000
H 2.60920 -17.62059 -2.15295 0.213 0.276 0.173 0.0001
H 1.26614 -15.08893 -0.56502 0.268 -0.021 0.210 -0.0018
H 2.53282 -16.37144 -0.55654 -0.264 0.654 0.499 0.0000
H 1.16767 -15.43700 1.62958 -0.259 0.626 0.581 0.0001
H 1.92810 -17.04172 1.61006 -0.653 0.406 -0.384 0.0000
H 0.16794 -16.86527 1.28737 0.381 0.423 -0.061 0.0015
H -0.50786 -17.65840 -3.47927 -0.303 -0.138 -0.153 0.0000
H -2.20222 -17.55027 -2.78104 1.464 -0.122 0.310 0.0007
H -1.08587 -18.86105 -2.26233 0.237 0.902 -0.029 -0.0003
H -0.85253 -15.48452 -0.20702 -0.473 -0.088 -0.107 -0.0016
```
Forces are in eV/Å.

<S²>   3.758
Spin multiplicity   4
Energy above the lowest of the compared OMol25 structures with the same formula, charge and spin   0.0000 eV
Highest occupied orbital energy (spin up / spin down)   -0.62 / -0.57 eV
Charge   -2
Lowest unoccupied orbital energy (spin up / spin down)   4.6457 / 4.6439 eV

***

ORCA calculation (ωB97M-V/def2-TZVPD) on C5H4Li2O7 as an isolated structure.

Structure (XYZ):
```
18
Properties=species:S:1:pos:R:3:forces:R:3:mulliken_charge:R:1
O 0.98804 -0.02745 -2.15198 -0.592 -0.129 0.403 -0.8372
C 1.33535 0.59176 -1.11731 1.783 1.012 -0.692 0.3056
O 1.74313 1.76898 -0.98780 -0.552 -0.119 -0.331 -0.7570
O 0.36810 1.26510 1.45055 0.658 0.360 -1.980 -0.8687
O -1.42656 1.26199 0.10987 0.579 0.408 -0.753 -0.3182
C -2.43326 0.25506 0.08528 -0.052 -0.159 -0.475 -0.2824
C -1.73643 -0.96297 0.68657 -0.075 -0.074 0.054 -0.3316
O -0.35172 -0.64874 0.52258 -0.048 -1.014 -0.766 -0.3243
C -0.21257 0.73451 0.47208 -1.100 -0.724 4.160 0.9784
H -3.28972 0.60032 0.67556 0.261 -0.035 -0.140 0.2476
H -2.74555 0.08406 -0.95390 0.033 0.050 0.225 0.2548
H -1.96635 -1.89729 0.16337 0.077 0.198 0.030 0.2632
H -1.96367 -1.10861 1.74974 0.101 0.162 -0.122 0.2435
Li 0.81296 -1.84595 -1.64954 0.766 0.879 0.437 0.8795
Li 2.08162 1.90940 0.92963 -0.001 -0.506 -0.349 0.8794
O 2.61824 -1.62617 -0.50907 0.439 -0.473 -1.276 -0.6287
O 3.31374 0.12607 0.73326 0.565 0.853 -0.911 -0.6082
C 2.86465 -0.48009 -0.20889 -2.843 -0.689 2.485 0.9042
```
Forces are in eV/Å.

Spin multiplicity   1
Energy above the lowest of the compared OMol25 structures with the same formula, charge and spin   2.6388 eV
Highest occupied orbital energy (spin up / spin down)   -7.14 / -7.18 eV
Lowest unoccupied orbital energy (spin up / spin down)   -0.6161 / -0.5901 eV

***

ORCA calculation (ωB97M-V/def2-TZVPD) on a 3-piece molecular cluster, C2H9NO3 overall.

Structure (XYZ):
```
15
Properties=species:S:1:pos:R:3:forces:R:3:mulliken_charge:R:1
C -0.03768 -0.53074 2.12517 -0.645 0.637 1.452 -0.8020
N -0.88692 -1.72962 1.94792 1.170 1.518 -0.454 -0.1399
C -1.51055 -1.89769 0.74885 0.152 -0.933 0.240 0.0554
O -1.68862 -0.98551 -0.01995 -0.040 0.149 -0.411 -0.5329
H 0.85685 -0.77996 2.68454 0.117 -0.367 0.087 0.3179
H -0.53369 0.25698 2.71987 -0.110 -0.399 -0.085 0.2690
H 0.29079 0.01543 1.25593 -0.283 -0.629 -0.838 0.2993
H -0.88832 -2.34926 2.73690 -0.148 -0.543 -0.450 0.2093
H -1.74354 -2.96178 0.47502 -0.244 0.603 0.461 0.3247
O -3.42397 2.78972 -1.15052 -0.152 -0.345 -0.080 -0.6375
H -3.73765 2.01249 -1.62750 -0.025 0.179 -0.240 0.3190
H -3.14694 2.38866 -0.32474 0.208 0.129 0.320 0.3176
O 5.57886 1.64305 -4.01231 -0.240 -1.052 0.293 -0.6356
H 5.46210 1.33206 -3.10366 0.118 0.580 0.130 0.3169
H 5.40928 0.79617 -4.45551 0.122 0.473 -0.424 0.3187
```
Forces are in eV/Å.

Spin multiplicity   1
Energy above the lowest of the compared OMol25 structures with the same formula, charge and spin   1.5099 eV
Structure (SMILES)   CNC=O.O.O
Highest occupied orbital energy   -10.05 eV
Lowest unoccupied orbital energy   0.7183 eV

***

Which of these has the highest spin multiplicity?
C22H29CoN5O6S

***

Among the records above, which one has the lowest energy above the lowest of the compared OMol25 structures with the same formula, charge and spin?
C22H29CoN5O6S